No. 1
{"formula": "C4H35N2O11", "method": "wB97M-V/def2-TZVPD", "species": ["N", "C", "C", "N", "C", "C", "H", "H", "H", "H", "H", "H", "H", "H", "H", "H", "H", "H", "H", "H", "H", "O", "H", "H", "O", "H", "H", "O", "H", "H", "O", "H", "H", "O", "H", "H", "O", "H", "H", "O", "H", "H", "O", "H", "H", "O", "H", "H", "O", "H", "H", "O"], "positions_angstrom": [[-0.363, 1.503, 1.197], [0.704, 0.602, 0.622], [0.624, -0.735, 1.359], [0.646, -0.504, 2.847], [1.937, -0.932, 3.416], [-0.431, -1.462, 3.475], [-1.317, 1.279, 0.791], [-0.179, 2.502, 0.957], [-0.267, 1.294, 2.224], [1.728, 0.872, 0.870], [0.626, 0.519, -0.451], [1.492, -1.309, 1.110], [-0.124, -1.413, 1.026], [2.726, -0.318, 3.053], [2.315, -1.993, 3.038], [1.822, -0.699, 4.471], [-0.980, -0.734, 4.196], [0.032, -2.398, 3.799], [-1.262, -1.427, 2.743], [0.360, 0.222, -5.186], [0.554, -0.804, -4.021], [-0.068, -0.291, -4.513], [-1.647, 1.457, -3.600], [-1.609, -0.007, -3.937], [-2.094, 0.653, -3.385], [2.092, 2.611, 1.406], [2.410, 2.980, 2.777], [1.700, 3.053, 2.128], [-3.296, 0.324, 1.838], [-3.102, 1.616, 2.800], [-2.656, 0.870, 2.293], [-1.688, -0.072, -1.983], [-1.248, -1.317, -1.554], [-1.242, -0.435, -1.173], [1.131, 4.360, -0.583], [1.412, 2.797, -0.871], [0.948, 3.473, -0.362], [1.157, -2.999, -2.489], [2.333, -3.814, -2.118], [2.085, -2.882, -2.196], [-5.045, -0.540, -1.289], [-3.547, -0.549, -0.752], [-4.351, -1.133, -0.887], [-4.002, -1.661, 0.875], [-3.103, -2.542, 1.431], [-3.856, -2.011, 1.739], [3.149, 1.476, -1.473], [2.122, 0.447, -2.328], [2.268, 1.095, -1.593], [3.287, 0.337, -4.216], [3.087, -1.117, -3.811], [2.733, -0.242, -3.712]], "atomic_forces_ev_per_a": [[0.43, 0.01, -0.94], [-0.26, -1.06, 0.59], [0.78, 0.43, 0.76], [-1.17, -2.61, -0.79], [-0.14, -0.76, -1.06], [-0.82, 4.56, -0.46], [1.46, -0.11, 1.14], [0.24, -0.71, 0.39], [-0.65, 0.44, -0.70], [-0.38, 1.04, -0.01], [-0.27, 0.03, 0.35], [1.05, -0.15, -0.42], [-1.37, 0.00, -0.01], [0.65, 0.95, -0.35], [-1.20, 1.57, 1.42], [0.52, -0.92, 0.28], [1.35, -1.99, 0.04], [-0.67, 0.17, 0.08], [0.61, -1.21, 0.16], [0.68, 0.11, -0.41], [1.03, -0.13, 0.09], [-1.07, -0.34, -0.20], [0.41, 0.92, -0.07], [-0.33, 0.73, 0.24], [-1.02, -1.19, -0.15], [0.43, -0.43, -1.64], [-0.28, 0.24, 0.43], [0.15, 0.57, 1.88], [-0.71, -0.24, 0.39], [0.42, -1.74, -1.13], [-0.23, 1.74, 1.02], [0.17, 1.35, 0.37], [0.38, -0.90, 0.79], [-0.82, -0.48, -0.84], [0.67, 1.20, -0.71], [0.18, 0.35, -0.68], [-1.03, -1.75, 0.75], [0.64, 0.38, 0.25], [0.42, 0.19, 0.13], [-1.07, -0.55, -0.47], [1.10, -0.89, 0.64], [-1.24, -0.82, -0.61], [0.44, 1.87, -0.28], [-1.54, 0.84, -1.24], [-0.01, -0.41, 1.05], [1.39, -0.53, 0.24], [-0.12, -0.87, -0.87], [1.38, 0.90, 0.54], [-0.70, 0.76, 0.56], [0.50, 0.54, -0.47], [0.35, -0.90, 0.10], [-0.74, -0.22, -0.16]], "homo_energy_ev": -11.843, "total_charge": 1, "gap_ev": 9.156}

=====

No. 2
{"formula": "C12H9Br4NO7Pt", "method": "wB97M-V/def2-TZVPD", "species": ["Pt", "O", "C", "C", "N", "C", "C", "O", "O", "C", "C", "O", "O", "H", "H", "H", "H", "H", "H", "H", "H", "H", "Br", "C", "C", "Br", "C", "Br", "C", "O", "C", "O", "C", "Br"], "positions_angstrom": [[0.871, 0.062, -0.390], [-1.288, 1.589, -2.019], [-0.801, 2.784, -1.456], [-0.331, 2.683, -0.012], [0.942, 1.938, 0.248], [1.082, 1.793, 1.724], [0.218, 0.625, 2.249], [-0.180, 0.635, 3.388], [0.010, -0.340, 1.387], [2.094, 2.554, -0.461], [2.270, 1.960, -1.877], [2.801, 2.624, -2.736], [1.839, 0.737, -2.016], [-1.738, 1.056, -1.354], [0.001, 3.134, -2.108], [-1.575, 3.561, -1.462], [-0.184, 3.698, 0.374], [-1.104, 2.208, 0.597], [2.122, 1.557, 1.951], [0.807, 2.719, 2.231], [1.995, 3.638, -0.507], [3.001, 2.303, 0.092], [-0.514, -6.750, 0.292], [-0.759, -4.904, 0.217], [-1.889, -4.311, 0.984], [-2.859, -5.410, 2.143], [-2.222, -3.017, 0.845], [-3.648, -2.182, 1.695], [-1.460, -2.170, -0.095], [-1.889, -1.175, -0.606], [-0.088, -2.705, -0.518], [0.805, -1.947, -0.865], [0.092, -4.149, -0.508], [1.580, -4.800, -1.427]], "atomic_forces_ev_per_a": [[0.02, 0.10, 0.00], [0.05, 0.01, -0.01], [0.02, -0.05, 0.05], [0.02, 0.03, -0.04], [-0.14, 0.06, -0.09], [0.04, 0.01, 0.04], [0.03, 0.03, 0.08], [0.00, 0.02, 0.01], [-0.02, -0.07, -0.07], [0.14, -0.01, 0.03], [-0.15, 0.06, -0.01], [0.04, -0.05, 0.08], [-0.02, -0.08, -0.05], [-0.02, -0.01, 0.01], [0.02, 0.01, -0.01], [-0.02, -0.01, 0.02], [0.02, -0.01, 0.00], [-0.01, -0.01, -0.02], [-0.01, 0.00, 0.00], [0.01, -0.02, 0.03], [0.00, 0.00, -0.03], [-0.04, 0.04, 0.01], [0.00, 0.01, 0.00], [-0.04, 0.02, 0.01], [0.02, 0.01, -0.02], [0.00, 0.00, 0.00], [0.00, 0.00, 0.08], [0.02, 0.00, -0.01], [-0.09, -0.13, -0.07], [0.02, 0.07, -0.02], [-0.01, 0.10, 0.09], [0.11, -0.10, -0.08], [0.01, 0.00, -0.01], [0.00, -0.01, 0.00]], "homo_energy_ev": -9.076, "gap_ev": 6.125}

=====

No. 3
{"formula": "C2H3N3OS", "method": "wB97M-V/def2-TZVPD", "species": ["C", "C", "N", "N", "N", "O", "S", "H", "H", "H"], "positions_angstrom": [[-0.585, -0.331, 0.682], [0.574, 0.010, -0.001], [-1.000, 0.174, -1.487], [-1.602, -0.117, -0.425], [1.908, 0.211, 0.331], [0.353, 0.231, -1.283], [-3.188, -0.205, -0.117], [-1.047, -0.728, 1.536], [2.287, 0.129, 1.279], [2.301, 0.626, -0.515]], "atomic_forces_ev_per_a": [[-0.27, 1.34, -4.48], [0.59, -0.97, 3.67], [-1.34, 0.47, -2.46], [4.16, -0.59, 2.87], [-1.79, -0.38, -0.96], [-0.83, 0.18, 0.23], [-1.69, -0.13, -0.19], [0.35, -0.13, 1.23], [-0.26, 0.32, -1.15], [1.08, -0.09, 1.25]], "homo_energy_ev": -8.311, "gap_ev": 8.739}